# 1
Formula: C72H192N24O20P8S6
Source: the OMol25 dataset
Level of theory: wB97M-V/def2-TZVPD

## Properties
DFT total energy = -293820.745 eV
Total charge = 0
E_LUMO = 0.254 eV

CARTESIAN COORDINATES (ANGSTROEM)
O -1.50996 -0.77010 -5.22950
P -0.59770 -1.22041 -6.27893
N 1.01568 -0.76850 -6.46094
C 2.02076 -1.20612 -5.51573
C 1.33804 0.51649 -7.05496
N -1.05711 -0.75740 -7.80367
C -0.34568 -1.07189 -9.02081
C -2.22562 0.06649 -8.06140
N -0.44270 -2.87506 -6.13259
C -1.67391 -3.65320 -5.79263
C 0.54510 -3.63961 -6.82263
H 2.34249 -0.47167 -4.80420
H 2.95942 -1.41912 -6.15848
H 1.71332 -2.14579 -5.05791
H 1.63418 1.25641 -6.31135
H 0.41006 0.91398 -7.52211
H 2.12051 0.46640 -7.85789
H 0.39245 -1.85529 -8.94724
H -1.06088 -1.26852 -9.85217
H 0.23406 -0.16344 -9.35916
H -3.10144 -0.48937 -8.44233
H -2.56457 0.69794 -7.27375
H -1.95952 0.69291 -8.89126
H -2.37317 -3.08483 -5.18758
H -2.22412 -3.93483 -6.70932
H -1.24412 -4.58166 -5.39428
H 1.31330 -2.99633 -7.21451
H 0.09425 -4.08114 -7.72110
H 0.98071 -4.40417 -6.17673
O -6.94717 1.46741 -2.29362
P -5.60326 1.05341 -2.76373
N -5.71037 -0.43788 -3.48583
C -4.61958 -1.26341 -3.96014
C -6.90635 -1.22463 -3.14519
N -4.44971 0.94294 -1.63047
C -4.61382 -0.01237 -0.54254
C -4.06304 2.27003 -1.01974
N -4.95705 2.07958 -3.83155
C -5.86721 2.64197 -4.78400
C -3.62631 2.00543 -4.28503
H -4.16895 -0.94159 -4.91669
H -4.97940 -2.30554 -4.10780
H -3.74441 -1.43366 -3.37351
H -7.83219 -0.65518 -3.05045
H -6.69283 -1.76598 -2.25018
H -7.04362 -1.96263 -3.93959
H -3.71698 0.00119 0.08076
H -5.48389 0.24625 0.13389
H -4.75011 -0.97746 -0.99192
H -4.85169 2.72055 -0.37372
H -3.24457 2.02078 -0.33813
H -3.54261 2.96147 -1.67624
H -5.64076 3.73785 -4.90734
H -5.76106 2.12676 -5.74885
H -6.85793 2.60572 -4.36942
H -3.56557 1.78140 -5.36365
H -2.92696 1.33127 -3.85404
H -3.22316 3.04208 -4.32575
O -4.75326 8.93199 1.52483
P -3.51527 8.40078 2.07282
N -2.83651 7.34981 1.07499
C -1.45495 6.98271 1.03996
C -3.61388 6.97926 -0.13051
N -3.59439 7.61528 3.50947
C -3.56313 6.14811 3.68164
C -4.35444 8.15327 4.55604
N -2.37165 9.62135 2.39460
C -1.23721 9.46421 3.25219
C -2.34851 10.80017 1.55603
H -0.99974 6.94047 2.02945
H -0.90250 7.61932 0.34195
H -1.32367 6.01766 0.50907
H -3.23322 7.59138 -0.96053
H -4.62416 7.12749 0.06220
H -3.39501 5.91596 -0.33165
H -2.81943 5.70359 3.05535
H -3.46999 5.91496 4.75482
H -4.50165 5.58230 3.35602
H -5.29418 7.57458 4.69705
H -3.83810 8.12370 5.54681
H -4.58791 9.20757 4.43648
H -1.56900 8.67105 3.93262
H -0.33798 9.21680 2.63169
H -1.15010 10.41702 3.77996
H -1.47485 10.84535 0.90375
H -2.13449 11.66758 2.16638
H -3.30886 10.90720 1.08308
O 1.18591 5.72828 -5.70525
P -0.17886 5.82064 -5.12254
N -0.15056 5.62359 -3.45193
C -1.32322 5.24732 -2.69223
C 0.83063 6.44037 -2.78955
N -1.18656 4.60522 -5.76373
C -2.17244 4.73284 -6.78601
C -0.70488 3.22214 -5.56343
N -0.99407 7.20900 -5.45457
C -0.78004 8.23108 -6.44642
C -2.33377 7.27101 -4.79974
H -0.93596 4.91445 -1.75657
H -1.83299 4.49285 -3.28474
H -2.02472 6.04475 -2.54375
H 1.89644 6.27872 -3.15885
H 0.85384 6.17407 -1.65115
H 0.56966 7.50362 -2.84638
H -2.38581 5.77483 -6.81143
H -1.80065 4.28542 -7.74370
H -3.11739 4.23600 -6.45353
H -0.53798 2.93868 -4.54654
H -1.33137 2.53685 -6.09941
H 0.22005 3.20495 -6.05331
H -1.24384 7.99823 -7.40292
H -1.19579 9.12424 -5.98627
H 0.29422 8.40639 -6.70166
H -2.54059 6.29877 -4.42758
H -3.08179 7.46013 -5.59551
H -2.36357 8.08737 -4.10161
O -0.81270 -2.52006 4.44699
P -1.35484 -3.81330 3.98567
N -2.04493 -3.66739 2.48239
C -2.71142 -2.48528 1.98289
C -2.42888 -4.79463 1.61426
N -2.43781 -4.39398 5.08311
C -3.17061 -3.54535 5.98708
C -3.10841 -5.62594 4.82916
N -0.39791 -5.16498 3.72248
C 0.08912 -5.88081 4.90022
C 0.67866 -4.91034 2.73783
H -2.34712 -1.62037 2.50736
H -3.81062 -2.44920 2.10840
H -2.54349 -2.38000 0.91966
H -3.50752 -5.00119 1.61355
H -1.95505 -5.70464 1.89012
H -2.16520 -4.56457 0.52889
H -3.22606 -3.92813 7.01133
H -2.57455 -2.58241 5.96022
H -4.22622 -3.34226 5.65962
H -4.03250 -5.42891 4.35331
H -2.55207 -6.23211 4.09068
H -3.17798 -6.24128 5.76755
H 0.86932 -5.33796 5.43798
H -0.59494 -6.24339 5.60449
H 0.61528 -6.73877 4.54457
H 1.61464 -4.63194 3.12737
H 0.36269 -4.20538 1.99866
H 0.85328 -5.86498 2.18000
O -1.68512 0.21640 1.02760
P -0.36289 0.91310 0.89306
N -0.24712 2.15376 2.04063
C 1.05096 2.84544 2.34506
C -1.29965 3.16918 2.01473
N -0.10705 1.40873 -0.62297
C -0.86333 0.91871 -1.75546
C 0.96866 2.35588 -1.02022
N 1.02032 0.02340 1.22156
C 1.39602 -0.28631 2.61532
C 1.32229 -1.07168 0.28168
H 1.92242 2.17466 2.18590
H 1.12972 3.30259 3.35245
H 1.21336 3.66299 1.60179
H -2.23504 2.73183 1.64792
H -1.02487 3.92972 1.30967
H -1.32563 3.58916 3.01127
H -1.41593 -0.00146 -1.60538
H -1.51529 1.73579 -2.13522
H -0.24237 0.67276 -2.61355
H 1.57595 1.89668 -1.80264
H 0.53455 3.27451 -1.48592
H 1.61683 2.67652 -0.17625
H 0.96332 0.42218 3.29667
H 1.13636 -1.29774 2.91204
H 2.49825 -0.23834 2.64230
H 0.93081 -0.82709 -0.69579
H 0.83038 -2.00625 0.63323
H 2.36953 -1.16558 0.12387
O 1.52819 -8.52084 2.03396
P 2.87388 -8.77837 1.46062
N 2.91596 -8.64622 -0.20128
C 3.17310 -9.77891 -1.07418
C 1.84686 -7.76661 -0.70601
N 3.51602 -10.17385 1.90561
C 4.96850 -10.41547 1.95514
C 2.65218 -11.13749 2.59447
N 3.94889 -7.61868 1.85959
C 4.08115 -6.33139 1.17871
C 4.07462 -7.42056 3.28239
H 3.62215 -9.52679 -2.04128
H 2.25046 -10.41409 -1.26075
H 3.83737 -10.48221 -0.64816
H 1.97097 -7.71863 -1.83148
H 2.00725 -6.74861 -0.38460
H 0.82514 -8.07188 -0.42052
H 5.36195 -9.92252 2.83989
H 5.08815 -11.49110 1.91116
H 5.44420 -10.03383 1.08967
H 3.09944 -11.52417 3.48240
H 1.75256 -10.59369 2.89581
H 2.27857 -11.91034 1.95859
H 4.19928 -6.49031 0.07963
H 3.18221 -5.74358 1.32804
H 4.97588 -5.88937 1.55809
H 4.03698 -8.40526 3.78248
H 3.29405 -6.76523 3.65907
H 5.06248 -6.93294 3.41436
O 1.24719 1.92053 8.28673
P -0.19689 1.52537 8.16053
N -0.35262 0.20313 7.20704
C 0.52977 -0.93766 7.42813
C -1.49232 0.00535 6.41360
N -1.18778 2.69532 7.61394
C -2.59388 2.94589 7.98305
C -0.78411 3.41539 6.41522
N -0.95848 1.13945 9.62299
C -1.72123 -0.04849 9.80380
C -0.91445 2.04983 10.74120
H 1.38812 -0.54500 7.98257
H 0.97389 -1.30755 6.42842
H 0.01940 -1.81371 7.87572
H -1.34409 -0.63977 5.52562
H -1.81863 1.00021 6.01954
H -2.33194 -0.40133 7.00004
H -2.81852 2.53063 8.92591
H -2.69844 4.06082 8.13331
H -3.38193 2.66041 7.26037
H -1.55224 3.29009 5.60740
H -0.80310 4.44756 6.66342
H 0.17738 3.02915 6.04107
H -1.43410 -0.90561 9.12547
H -1.53828 -0.40005 10.84256
H -2.83154 0.16292 9.66843
H -0.60989 1.59328 11.69021
H -1.94024 2.60800 10.87708
H -0.16820 2.86828 10.62303
C 5.61427 2.03129 -6.26973
C 5.38414 3.51423 -6.06548
C 3.96318 3.68874 -5.54466
S 3.95264 2.49500 -4.17089
O 2.72494 1.76801 -4.09175
O 4.44873 3.09792 -2.95259
C 5.23936 1.44037 -4.87400
H 6.62244 1.68415 -6.53698
H 4.87782 1.68421 -7.07092
H 5.48646 4.05617 -7.01713
H 6.05686 3.92344 -5.33207
H 3.18335 3.53001 -6.31078
H 3.72137 4.66263 -5.13446
H 4.74545 0.45408 -4.87341
H 6.09518 1.31661 -4.25204
C 4.08043 -2.12311 4.48657
C 5.42430 -1.53696 4.83396
C 6.48689 -2.26705 4.08322
S 5.65360 -3.30134 2.91497
O 5.61975 -4.64723 3.45062
O 6.16070 -3.16181 1.57479
C 4.07091 -2.43228 3.03959
H 3.36088 -1.38469 4.81675
H 3.87016 -3.00339 5.05478
H 5.57478 -1.59718 5.89336
H 5.50336 -0.49939 4.50216
H 7.05510 -2.95741 4.75887
H 7.22239 -1.68269 3.51755
H 3.27288 -3.07117 2.66103
H 4.07601 -1.51650 2.38098
C -1.71730 -4.44711 -2.17901
C -1.26761 -3.00310 -1.96221
C 0.01188 -2.89192 -2.69556
S 0.92560 -4.39679 -2.28409
O 1.76020 -4.17054 -1.10011
O 1.55953 -5.06561 -3.39868
C -0.55186 -5.38021 -1.79966
H -1.89801 -4.57218 -3.22284
H -2.64638 -4.74884 -1.65539
H -1.20791 -2.90389 -0.84806
H -2.03315 -2.30972 -2.37944
H 0.75854 -2.12787 -2.32256
H 0.03785 -2.81339 -3.76238
H -0.38781 -5.52603 -0.67316
H -0.53487 -6.40707 -2.22382
C -4.17244 -0.05381 4.03798
C -5.42364 -0.26281 3.16699
C -6.17413 1.11781 3.11291
S -4.90514 2.34646 3.29166
O -5.15042 2.97562 4.56413
O -4.81140 3.18984 2.14395
C -3.49110 1.17858 3.44524
H -3.52416 -0.92126 3.95664
H -4.34525 0.19513 5.04454
H -6.07820 -1.05774 3.49014
H -5.07068 -0.51399 2.12751
H -6.87481 1.33013 3.96480
H -6.58266 1.26178 2.10521
H -2.84539 1.62634 4.24236
H -2.93675 0.99126 2.54031
C 5.35912 0.63044 -0.62254
C 6.66854 1.51246 -0.59163
C 6.76667 2.11203 0.84969
S 5.08980 2.05982 1.47130
O 4.73712 3.34705 1.90922
O 4.98572 1.01682 2.45597
C 4.30154 1.51894 0.02852
H 5.45646 -0.23006 0.00436
H 5.03900 0.47558 -1.68192
H 6.60024 2.31584 -1.31303
H 7.55535 0.98249 -0.77684
H 7.10241 3.16352 0.92595
H 7.42310 1.55034 1.55885
H 3.84663 2.31516 -0.53810
H 3.57126 0.77674 0.43903
C 6.09312 -4.37911 -1.68236
C 5.09701 -4.97734 -2.63927
C 4.72937 -3.97278 -3.74989
S 4.79889 -2.34536 -2.87127
O 3.48265 -1.76626 -2.63055
O 5.88194 -1.53856 -3.39017
C 5.41075 -3.02562 -1.35761
H 7.00765 -4.11446 -2.20405
H 6.28540 -4.92468 -0.71897
H 4.15409 -5.18966 -2.10241
H 5.48259 -5.89821 -3.12492
H 3.78860 -4.13130 -4.24572
H 5.53208 -3.79348 -4.52706
H 4.56240 -3.03377 -0.69651
H 6.06153 -2.23049 -0.98140


# 2
Formula: C2H3O3S
Source: the OMol25 dataset
Level of theory: wB97M-V/def2-TZVPD

## Properties
DFT total energy = -19098.077 eV
Total charge = -1
E_LUMO = 4.110 eV

CARTESIAN COORDINATES (ANGSTROEM)
C 0.32102 -0.69350 -0.66838
C -1.22792 0.95175 -0.01709
O -0.63191 -1.61255 -0.30417
O -3.55724 0.42646 -0.44762
O 0.08214 0.60871 -0.17880
S -2.40311 -0.20581 0.19263
H 1.21805 -0.99843 -0.34756
H 0.45593 -0.71646 -1.73407
H -1.51469 1.71401 -0.61566


# 3
Formula: C13H18AlBrF2LiN3O4S2
Source: the OMol25 dataset
Level of theory: wB97M-V/def2-TZVPD

## Properties
DFT total energy = -130373.392 eV
Total charge = 0
E_LUMO = -4.829 eV

CARTESIAN COORDINATES (ANGSTROEM)
N 0.26723 -1.57925 -1.77915
C 0.74881 -0.92286 -0.61677
C 2.04397 -1.07017 -0.25855
C 2.60867 -0.40835 0.86945
C 1.86678 0.40491 1.63828
C 2.47458 1.15129 2.79435
C 2.06575 0.60348 4.15960
C 2.76236 1.33558 5.34827
S 3.84970 2.68489 4.86199
C 0.50674 0.59429 1.33253
N -0.36666 1.37331 1.94711
S -1.76632 1.25563 1.19089
N -1.45081 0.18235 0.02018
C -0.08293 -0.09003 0.21553
H -0.39560 -0.95845 -2.23677
H 1.04630 -1.59986 -2.42803
H 2.69333 -1.71057 -0.83377
H 3.65705 -0.54858 1.07560
H 3.54897 1.06571 2.67257
H 2.18011 2.19067 2.69069
H 0.98864 0.62294 4.30995
H 2.34709 -0.44614 4.22864
H 2.05067 1.73428 6.06198
H 3.38804 0.63901 5.89533
H 3.10404 3.46806 4.09589
Al 6.19102 3.76629 5.07893
C -3.88011 -0.65972 -2.34994
C -3.62598 -0.79040 -3.82625
C -4.74006 -1.47701 -4.58092
O -4.00590 -2.09841 -5.68896
C -2.71793 -2.31050 -5.25007
O -1.92358 -2.96227 -5.83333
O -2.51225 -1.67380 -4.08855
H -3.94832 -1.64185 -1.88287
H -3.05401 -0.13319 -1.87500
H -4.80098 -0.10959 -2.15764
H -3.38122 0.18860 -4.25808
H -5.49743 -0.76821 -4.95489
H -5.25959 -2.29397 -4.02587
O 5.41439 2.19335 1.57331
H 5.91946 2.97735 1.82797
F -5.91225 -3.75616 -3.97821
Br -1.44249 -2.07891 0.49427
Li -5.11664 -1.32260 -7.06210
F 4.15736 4.97889 5.58242


# 4
Formula: C31H24BN10O2Ru
Source: the OMol25 dataset
Level of theory: wB97M-V/def2-TZVPD

## Properties
DFT total energy = -54791.989 eV
Total charge = 0
Spin multiplicity = 2
⟨S²⟩ = 0.754
E_LUMO (spin up / spin down) = -0.653 / -0.981 eV

CARTESIAN COORDINATES (ANGSTROEM)
Ru -0.22811 -0.67284 0.47546
C 3.53106 0.84265 2.11542
C 2.35724 1.03099 1.37915
N 1.61866 -0.06867 1.41084
N 2.28312 -0.97796 2.14825
C 3.43992 -0.45255 2.58248
B 1.69448 -2.38781 2.30584
N 0.26911 -2.26670 2.91526
C -0.28751 -2.86467 3.97818
C -1.65457 -2.66609 3.93112
C -1.86774 -1.93821 2.75961
N -0.70021 -1.70097 2.17062
N 1.48648 -3.03700 0.91603
C 2.00909 -4.15975 0.39887
C 1.41439 -4.40296 -0.82233
C 0.50592 -3.35703 -0.98628
N 0.56035 -2.54771 0.06110
H 4.33119 1.54293 2.27500
H 2.02162 1.88955 0.81964
H 4.11054 -1.03852 3.18802
H 2.39222 -3.06970 2.99926
H 0.32795 -3.40424 4.67793
H -2.39151 -3.01530 4.63184
H -2.77512 -1.57885 2.30315
H 2.75074 -4.71457 0.94840
H 1.61025 -5.21570 -1.49813
H -0.17319 -3.13743 -1.79334
O 3.09108 -1.91399 -2.92961
C 2.51118 -1.28620 -3.96817
C 3.01944 -1.53656 -5.24431
C 2.43815 -0.95203 -6.34977
C 1.33854 -0.10480 -6.21448
C 0.83953 0.15166 -4.95508
C 1.41314 -0.42399 -3.81718
C 0.87842 -0.13034 -2.47275
O 1.41337 -0.64689 -1.45439
N -0.15146 0.71986 -2.38632
N -0.50801 0.84874 -1.10298
C -1.26829 1.84153 -0.79702
C -1.55880 1.99958 0.60375
C -2.20748 3.11190 1.13644
C -2.29456 3.24560 2.50528
C -1.71485 2.27465 3.31408
C -1.11105 1.18700 2.71989
N -1.05848 1.02808 1.39130
H 2.54989 -1.69876 -2.13578
H 3.86642 -2.20361 -5.33432
H 2.84158 -1.16000 -7.33306
H 0.88588 0.34912 -7.08540
H -0.00393 0.81345 -4.81465
H -1.58974 2.55254 -1.54775
H -2.61258 3.85739 0.46650
H -2.79051 4.10218 2.94192
H -1.72980 2.34917 4.39161
H -0.65324 0.41298 3.31819
N -8.73428 -3.34466 -4.09527
C -7.76116 -3.06666 -3.54984
C -6.54526 -2.71976 -2.86774
C -5.54672 -2.01130 -3.53500
C -4.38154 -1.67579 -2.87430
C -4.18661 -2.03811 -1.53578
C -5.19429 -2.75344 -0.88149
C -6.36248 -3.09100 -1.53712
C -2.97672 -1.67146 -0.86720
C -1.93666 -1.31814 -0.35092
H -5.69100 -1.72788 -4.56882
H -3.60193 -1.12612 -3.38477
H -5.04899 -3.04496 0.15002
H -7.13871 -3.64398 -1.02561


Q: DFT total energy of number 4 (C31H24BN10O2Ru)?
A: -54791.989 eV


Q: Among the records above, which one has the lowest total charge?
A: C2H3O3S


Q: Among the records above, which one has the lowest DFT total energy?
A: C72H192N24O20P8S6